{
  "formula": "C57H58F8O3",
  "method": "ωB97M-V/def2-TZVPD",
  "elements": ["F", "C", "C", "C", "C", "C", "C", "H", "H", "H", "H", "H", "F", "C", "C", "C", "C", "C", "C", "H", "H", "H", "H", "H", "F", "C", "C", "C", "C", "C", "C", "H", "H", "H", "H", "H", "F", "C", "C", "C", "C", "C", "C", "H", "H", "H", "H", "H", "F", "C", "C", "C", "C", "C", "C", "H", "H", "H", "H", "H", "F", "C", "C", "C", "C", "C", "C", "H", "H", "H", "H", "H", "F", "C", "C", "C", "C", "C", "C", "H", "H", "H", "H", "H", "F", "C", "C", "C", "C", "C", "C", "H", "H", "H", "H", "H", "C", "C", "C", "O", "H", "H", "H", "H", "H", "H", "C", "C", "C", "O", "H", "H", "H", "H", "H", "H", "C", "C", "C", "O", "H", "H", "H", "H", "H", "H"],
  "positions_angstrom": [[-0.936432, 5.711973, 1.155992], [-1.412330, 5.455030, -0.081809], [-1.216803, 4.198410, -0.612975], [-1.657902, 3.909829, -1.902680], [-2.273816, 4.902991, -2.647540], [-2.513811, 6.134523, -2.062425], [-2.073139, 6.439617, -0.776142], [-0.678804, 3.438382, -0.060982], [-1.566536, 2.889440, -2.252442], [-2.590545, 4.716355, -3.664946], [-3.035908, 6.923232, -2.593234], [-2.221174, 7.416047, -0.338035], [5.508962, -0.601795, -2.728831], [5.810953, 0.506579, -2.013048], [7.127185, 0.784872, -1.748304], [7.421132, 1.902323, -0.974418], [6.417178, 2.748976, -0.515376], [5.097433, 2.425831, -0.825042], [4.775551, 1.298045, -1.567859], [7.924135, 0.147111, -2.102426], [8.456027, 2.175294, -0.795078], [6.603904, 3.667942, 0.019049], [4.311100, 3.073603, -0.451415], [3.741781, 1.065324, -1.780805], [-1.860554, -6.153927, 0.677898], [-1.363295, -5.646406, -0.465621], [-1.779708, -6.165536, -1.669948], [-1.237123, -5.652159, -2.848566], [-0.390945, -4.550844, -2.806187], [0.082885, -4.094755, -1.587697], [-0.455431, -4.613810, -0.405080], [-2.490842, -6.974666, -1.774134], [-1.502825, -6.079674, -3.805616], [-0.067613, -4.073974, -3.724632], [0.650442, -3.173037, -1.546609], [-0.119278, -4.158221, 0.517770], [1.663766, 1.517426, -3.250120], [1.451553, 1.186910, -4.544910], [0.955507, -0.076250, -4.823734], [0.841356, -0.478583, -6.142929], [1.128607, 0.424760, -7.160425], [1.592596, 1.699141, -6.851296], [1.823337, 2.067800, -5.532000], [0.803917, -0.718737, -3.962944], [0.440045, -1.453080, -6.390318], [0.972295, 0.136888, -8.191188], [1.834774, 2.352524, -7.679939], [2.140115, 3.064361, -5.249933], [3.352537, -2.798544, 0.150622], [4.297493, -3.754025, -0.036277], [5.069266, -3.662786, -1.173517], [6.068753, -4.597390, -1.374371], [6.295807, -5.568852, -0.412209], [5.544721, -5.584587, 0.750935], [4.538199, -4.662665, 0.964772], [4.937305, -2.811337, -1.829026], [6.721277, -4.546335, -2.235695], [7.040592, -6.339806, -0.560018], [5.805048, -6.294490, 1.526606], [3.997226, -4.637600, 1.899877], [-6.181415, 4.715640, 3.065314], [-5.461841, 3.977168, 2.197092], [-4.835886, 2.825471, 2.639347], [-4.120925, 2.072463, 1.713937], [-3.952069, 2.488104, 0.403241], [-4.558358, 3.679169, 0.010448], [-5.319547, 4.423475, 0.897693], [-4.947467, 2.500252, 3.665383], [-3.636816, 1.161269, 2.048920], [-3.495518, 1.870149, -0.358364], [-4.454079, 4.039745, -1.005588], [-5.826545, 5.318524, 0.561712], [-6.936789, -3.355126, 0.311963], [-5.751782, -2.827002, 0.686605], [-5.675706, -2.129213, 1.878770], [-4.461153, -1.558250, 2.224402], [-3.338495, -1.811594, 1.451625], [-3.419236, -2.549741, 0.275242], [-4.644508, -3.066620, -0.117804], [-6.604600, -1.968978, 2.413043], [-4.425332, -0.967573, 3.130149], [-2.408951, -1.352579, 1.767178], [-2.516668, -2.704249, -0.301876], [-4.750259, -3.729871, -0.967912], [-0.978130, -1.106183, 6.188298], [-0.849532, 0.239175, 6.231623], [-0.364153, 0.830432, 7.374678], [-0.274571, 2.214524, 7.402209], [-0.635486, 2.968378, 6.299106], [-1.144346, 2.352377, 5.166025], [-1.230261, 0.969555, 5.125555], [-0.156171, 0.179834, 8.214239], [0.134003, 2.651500, 8.304962], [-0.464708, 4.038022, 6.302270], [-1.496122, 2.924726, 4.318716], [-1.683339, 0.471790, 4.276015], [1.686350, 0.295003, 0.131114], [0.227945, 0.049478, 0.459253], [-0.416026, 0.888249, 1.514087], [-0.387397, -0.765491, -0.191449], [2.079403, 1.196924, 0.591542], [1.729630, 0.351882, -0.954655], [2.204298, -0.590930, 0.500057], [-0.157351, 0.504917, 2.503842], [-1.498834, 0.886487, 1.408330], [-0.015335, 1.899634, 1.445830], [4.310295, -0.206633, 3.796105], [2.808505, -0.151136, 3.689573], [2.017689, -1.344405, 4.177885], [2.261419, 0.828372, 3.239208], [4.701857, 0.771153, 3.522521], [4.767192, -0.980955, 3.179374], [4.616706, -0.405876, 4.828017], [2.375233, -2.223982, 3.636659], [0.956331, -1.162255, 4.058426], [2.275286, -1.493225, 5.229769], [-4.828100, -0.270525, -2.507421], [-3.466892, 0.367510, -2.726254], [-2.340541, -0.587679, -3.042424], [-3.301772, 1.563819, -2.748444], [-5.452857, 0.301935, -1.826080], [-4.637153, -1.259971, -2.093474], [-5.314271, -0.348599, -3.481194], [-2.677180, -1.446724, -3.616832], [-1.882635, -0.911279, -2.103772], [-1.574979, 0.001870, -3.546579]],
  "forces_ev_per_a": [[-0.043, 0.055, 0.030], [0.147, -0.216, 0.061], [0.245, -0.329, -0.357], [0.206, 0.085, 0.559], [-0.236, -0.096, -0.036], [0.073, 0.654, 0.114], [-0.096, -0.114, -0.197], [-0.133, 0.103, 0.190], [0.123, 0.245, -0.256], [-0.097, -0.079, 0.045], [0.044, -0.154, -0.176], [-0.055, 0.001, 0.032], [0.035, -0.014, -0.084], [-0.352, -0.293, -0.102], [0.436, 0.197, 0.414], [0.212, 0.634, -0.090], [-0.451, -0.515, -0.514], [0.005, 0.217, 0.302], [-0.069, 0.363, 0.239], [-0.092, -0.091, -0.103], [-0.042, -0.198, 0.056], [0.282, -0.083, 0.131], [-0.055, -0.102, -0.140], [0.089, -0.130, -0.128], [-0.073, 0.029, 0.034], [-0.012, 0.038, 0.146], [0.174, -0.366, -1.033], [-0.188, 0.439, 0.288], [0.517, -0.390, -0.220], [-1.334, 0.564, 0.194], [0.945, 0.480, -0.229], [0.028, -0.045, 0.480], [-0.209, 0.007, 0.030], [0.084, -0.135, 0.014], [0.327, -0.221, 0.114], [-0.260, -0.296, 0.214], [-0.156, 0.087, -0.017], [0.293, -0.506, -0.172], [0.614, 0.017, 0.602], [-0.507, 0.282, -0.099], [-0.046, 0.034, 0.179], [0.301, -0.451, -0.311], [-0.631, 0.576, -0.044], [-0.265, -0.162, -0.227], [0.144, -0.061, 0.083], [0.067, 0.024, -0.014], [-0.018, 0.221, 0.199], [0.220, -0.082, -0.107], [-0.114, -0.120, 0.084], [0.091, 0.656, 0.087], [0.050, 0.268, -0.207], [0.230, -0.103, 0.143], [-0.085, -0.324, -0.061], [0.381, -0.237, 0.195], [-0.084, -0.137, 0.146], [-0.144, -0.155, -0.128], [-0.146, 0.058, -0.108], [0.131, 0.145, -0.028], [-0.182, -0.051, -0.021], [-0.172, 0.027, -0.075], [-0.087, -0.046, 0.042], [0.428, -0.030, 0.002], [-0.239, 0.008, -0.151], [0.492, -0.155, 0.222], [-0.773, 0.231, -0.115], [-0.022, -0.045, -0.110], [-0.104, 0.011, -0.117], [0.003, 0.053, 0.005], [-0.168, -0.030, -0.028], [0.334, 0.055, 0.233], [0.036, -0.121, -0.015], [0.046, 0.064, 0.145], [0.002, 0.060, 0.029], [0.459, -0.318, 0.032], [-0.554, 0.256, -0.758], [-0.317, -0.544, 0.155], [0.158, 0.659, 0.137], [0.009, 0.173, 0.358], [-0.189, -0.299, 0.269], [0.185, 0.021, 0.214], [0.233, 0.033, -0.004], [0.139, -0.200, -0.219], [-0.075, -0.093, -0.084], [0.010, 0.203, -0.121], [0.049, -0.006, 0.025], [-0.045, -0.010, -0.282], [-0.400, -0.323, -0.045], [0.437, -0.367, 0.303], [0.238, 0.411, -0.046], [0.057, -0.231, 0.099], [-0.520, -0.029, -0.155], [0.213, 0.224, 0.104], [-0.100, 0.296, -0.124], [-0.232, -0.007, 0.078], [0.134, 0.098, -0.032], [0.144, -0.076, 0.026], [-0.584, -0.128, 0.251], [0.208, 0.432, -0.472], [-0.129, 0.019, 0.179], [-0.325, -0.400, 0.025], [0.102, -0.075, 0.067], [0.260, -0.121, -0.013], [0.366, 0.105, -0.194], [0.170, 0.100, -0.050], [0.007, 0.015, -0.111], [-0.093, 0.028, 0.208], [0.261, 0.291, 0.359], [-0.111, -0.119, -0.040], [0.725, 0.298, 0.014], [-0.095, 0.089, -0.036], [0.062, -0.079, -0.142], [-0.180, -0.049, -0.110], [-0.115, -0.091, -0.040], [-0.262, -0.081, 0.010], [-0.094, -0.168, -0.019], [-0.191, -0.103, 0.009], [0.674, 0.013, 0.359], [-0.517, -0.446, -0.590], [0.282, 0.728, 0.317], [-0.036, 0.147, 0.177], [0.014, 0.135, -0.060], [-0.396, -0.092, -0.092], [-0.035, -0.097, 0.019], [0.059, -0.056, -0.029], [-0.151, -0.227, 0.074], [-0.002, -0.247, -0.261]],
  "lowdin_charge": [0.053, -0.290, -0.017, -0.087, -0.095, -0.091, -0.020, 0.099, 0.087, 0.106, 0.103, 0.116, 0.044, -0.282, -0.019, -0.085, -0.089, -0.078, -0.010, 0.117, 0.104, 0.100, 0.107, 0.089, 0.060, -0.299, -0.017, -0.083, -0.102, -0.078, -0.024, 0.116, 0.102, 0.097, 0.097, 0.119, 0.042, -0.281, -0.030, -0.078, -0.094, -0.079, -0.012, 0.113, 0.104, 0.101, 0.105, 0.120, 0.035, -0.279, -0.011, -0.075, -0.097, -0.089, -0.020, 0.105, 0.107, 0.102, 0.106, 0.114, 0.054, -0.285, -0.012, -0.087, -0.081, -0.070, -0.009, 0.115, 0.070, 0.085, 0.103, 0.118, 0.052, -0.279, -0.011, -0.089, -0.087, -0.073, -0.025, 0.120, 0.102, 0.086, 0.088, 0.120, 0.048, -0.294, -0.020, -0.082, -0.089, -0.068, -0.029, 0.119, 0.106, 0.105, 0.108, 0.103, -0.007, -0.467, -0.012, 0.044, 0.075, 0.064, 0.078, 0.060, 0.059, 0.081, -0.016, -0.492, -0.003, 0.057, 0.083, 0.083, 0.086, 0.083, 0.066, 0.091, 0.000, -0.476, -0.005, 0.044, 0.084, 0.053, 0.094, 0.088, 0.064, 0.068],
  "smiles": "Fc1ccccc1.Fc1ccccc1.Fc1ccccc1.Fc1ccccc1.Fc1ccccc1.Fc1ccccc1.Fc1ccccc1.Fc1ccccc1.CC(C)=O.CC(C)=O.CC(C)=O",
  "lumo_ev": 0.5,
  "fmax_ha_per_bohr": 0.0284,
  "relative_energy_kj_mol": 0.0,
  "total_charge": 0,
  "e_tot_ev": -87931.770,
  "gap_ha": 0.3428,
  "e_homo_ha": -0.3240
}